DFT (the ωB97M-V functional and the def2-TZVPD basis) results for a molecular structure, C26H67O2RuS2Si7Te in a non-equilibrium geometry.

Geometry (Å):
C 2.840 2.325 -3.250
H -1.180 1.722 0.454
C 0.117 1.674 -2.596
C 4.620 -1.379 1.831
H -6.287 -2.525 -1.257
Si 1.846 1.355 -1.973
H 2.744 3.718 2.410
H 2.097 2.215 3.080
S 2.056 -0.838 2.446
H 3.912 2.151 -3.172
C -3.517 2.489 -2.285
Si -3.821 -1.268 1.592
C 1.846 3.104 2.496
O 1.431 -2.782 -0.342
H -2.456 2.739 -2.210
Si -4.092 1.556 -0.754
C -3.918 2.808 0.647
H -6.395 2.409 -1.142
H -0.106 2.744 -2.532
H -3.957 -0.322 -4.045
H -3.752 -3.739 1.189
H 0.050 1.387 -3.652
H 4.921 0.239 -1.473
H 1.496 4.906 -0.120
C -5.694 -1.229 1.863
H 2.420 -2.126 -2.931
H 0.172 4.094 -0.954
H 4.786 0.028 4.359
C 3.751 -1.064 2.802
H 6.463 -2.403 1.457
H -6.446 0.969 -0.105
H 5.350 4.193 -0.181
C -0.514 1.841 1.312
H -1.014 2.470 2.060
H 0.533 -3.142 1.493
H -6.221 -1.783 1.079
H 5.725 1.527 1.744
H -6.219 0.791 -1.838
H 5.494 1.820 -2.031
H -0.622 -4.395 -0.302
C 4.147 -0.855 4.247
C -3.339 -3.650 -1.973
H -3.349 0.766 2.985
H 4.087 4.139 -1.424
Si 1.117 2.606 0.834
H -2.403 -1.122 -3.801
H -6.129 -2.827 -2.998
H 6.651 -0.682 1.762
C -3.486 -1.279 -3.800
C -5.965 1.414 -0.980
Te -0.607 -1.274 -0.619
H -2.210 -3.126 1.776
C 4.310 3.909 -0.379
H -3.366 -0.710 3.971
H -2.248 -3.619 -1.924
C 2.158 -1.118 -3.250
H -5.948 -1.675 2.830
O 2.250 -0.269 -2.129
H -2.932 3.280 0.635
C 2.254 1.613 -0.229
H 2.990 -4.747 0.696
H 2.952 -3.429 1.870
H 1.092 3.677 3.047
H -0.645 1.124 -2.050
H 6.331 -1.780 3.113
C 4.696 1.898 1.754
H -6.078 -0.204 1.850
H -3.686 -4.150 -1.064
H 3.663 4.536 0.242
C -5.888 -2.124 -2.194
H -6.412 -1.189 -2.392
H 4.689 -1.715 4.652
H 3.256 -0.702 4.858
C 2.360 -4.222 1.421
H 2.056 -4.923 2.207
H -3.556 -3.362 2.914
Ru 1.881 -0.748 0.191
Si -3.033 -0.534 -0.476
H -3.643 1.894 -3.194
C 0.629 4.255 0.026
H 4.095 1.199 2.327
H -4.680 3.586 0.532
H 2.524 2.065 -4.265
H -4.045 2.350 1.631
H 1.141 -1.137 -3.651
H -3.638 -4.254 -2.838
H -0.024 -5.484 0.975
H 2.851 -0.788 -4.032
C -3.294 -3.045 1.899
C 0.273 -4.796 0.176
H 0.845 -5.353 -0.576
C 1.127 -3.653 0.721
Si 4.039 2.064 -0.001
H -1.975 -0.331 2.938
H -3.734 -1.998 -4.588
H -4.084 3.420 -2.399
S 4.058 -1.590 0.207
H 6.223 1.050 -0.614
H -0.098 4.787 0.650
H -0.357 0.852 1.738
H 4.685 2.860 2.273
C 6.095 -1.575 2.067
Si -4.014 -1.901 -2.102
C 5.281 1.212 -1.146
C -3.065 -0.289 3.005
H 2.666 3.397 -3.105

Computed properties:
- M: 901.23 g/mol
- Maximum force: 2.15 eV Å⁻¹
- LUMO energy (spin up / spin down): 4.33 / 4.32 eV
- Energy above the lowest of the compared OMol25 structures with the same formula, charge and spin: 55.65 kJ/mol
- Gap between HOMO and LUMO (spin up / spin down): 5.36 / 5.46 eV
- Charge: -2
- Spin multiplicity: 2

These are the Mulliken partial charges, in e, on atoms 1 to 2: number 1, C, carries -1.29; number 2, H, carries -0.66